The following is a DFT calculation (the ωB97M-V functional and the def2-TZVPD basis) of an isolated molecule of CH2Br3PS at a distorted geometry.

Properties
SMILES string = S=P(Br)(Br)CBr
Relative energy (zero: lowest compared OMol25 entry of this formula, charge and spin) = 24.9 kcal per mole
Kohn-Sham gap = 8.44 eV
LUMO = -1.180 eV
HOMO energy = -9.62 eV

Structure (XYZ):
```
8
Properties=species:S:1:pos:R:3:forces:R:3
Br 0.001236 -2.295092 0.078672 0.4 -0.2 -0.1
Br 2.992092 1.821936 -0.819048 -0.1 0.1 -0.4
Br 3.764112 -1.536705 -0.367355 -0.8 0.8 0.5
S 2.334363 0.578291 2.269845 -0.2 -0.8 -1.7
P 2.344485 0.115160 0.362130 -1.7 -1.0 0.0
C 0.554579 -0.672428 -0.733565 0.6 1.4 -0.3
H 0.842174 -0.716697 -1.804986 0.7 -0.7 0.9
H -0.403525 -0.115882 -0.872545 1.1 0.5 1.2
```
Positions in Å, forces in eV/Å.

The molecule's Löwdin atomic charges, reported in e, are given here:
1. Br 0.5814
2. Br 0.2797
3. Br 0.2167
4. S 0.1153
5. P -0.4407
6. C -0.7831
7. H 0.0157
8. H 0.0151